Run one
Formula: C2H2N4O3
Source: the Open Molecules 2025 dataset
Level of theory: ωB97M-V with the def2-TZVPD basis set

Output
SMILES: N#C/C=[N+](/[O-])O.N#[N+][O-]
Frontier orbital gap: 9.4330 eV

Each atom is followed by the atoms it is bonded to, with distances in Å.
Geometry (Å):
1 N -0.426 1.885 0.937  C2 1.148
2 C -0.088 1.053 0.223  N1 1.148, C3 1.399
3 C 0.561 0.056 -0.514  C2 1.399, N4 1.303, H7 1.101
4 N 0.146 -1.165 -0.697  C3 1.303, O5 1.233, O6 1.345
5 O 0.744 -2.025 -1.347  N4 1.233
6 O -1.023 -1.507 -0.126  N4 1.345, H8 0.935
7 H 1.572 0.239 -0.909  C3 1.101
8 H -1.653 -0.897 0.199  O6 0.935
9 N 0.131 -0.409 2.106  N10 1.121
10 N 0.373 -0.022 3.129  N9 1.121, O11 1.174
11 O 0.674 0.402 4.182  N10 1.174


Run two
Formula: C2H2N4O3
Source: the Open Molecules 2025 dataset
Level of theory: ωB97M-V with the def2-TZVPD basis set

Output
SMILES: Nn1onnc(=O)c1=O
Frontier orbital gap: 8.6012 eV

Each atom is followed by the atoms it is bonded to, with distances in Å.
Geometry (Å):
1 N 0.853 -0.706 1.674  N2 1.335, H10 1.013, H11 1.035
2 N 0.519 -0.269 0.458  N1 1.335, O3 1.409, C8 1.364
3 O 1.372 0.652 -0.182  N2 1.409, N4 1.459
4 N 1.248 0.664 -1.635  O3 1.459, N5 1.210
5 N 0.152 0.730 -2.144  N4 1.210, C6 1.442
6 C -0.942 0.749 -1.205  N5 1.442, O7 1.180, C8 1.542
7 O -1.952 1.338 -1.365  C6 1.180
8 C -0.780 -0.069 0.092  N2 1.364, C6 1.542, O9 1.204
9 O -1.744 -0.564 0.615  C8 1.204
10 H 1.308 -1.598 1.526  N1 1.013
11 H -0.032 -0.925 2.165  N1 1.035


Stability ranking, top entry: run two; the second entry is 26.5 kcal/mol less favorable.


Run one
Formula: CH5NO2S
Source: the Open Molecules 2025 dataset
Level of theory: ωB97M-V with the def2-TZVPD basis set

Output
SMILES: CN=S.OO
Frontier orbital gap: 7.3721 eV

Each atom is followed by the atoms it is bonded to, with distances in Å.
Geometry (Å):
1 C 1.921 -0.172 -0.221  N2 1.484, H4 1.065, H5 1.244, H6 1.115
2 N 0.780 0.750 -0.441  C1 1.484, S3 1.546
3 S 0.955 2.252 -0.121  N2 1.546
4 H 2.730 0.420 0.139  C1 1.065
5 H 1.681 -1.036 0.641  C1 1.244
6 H 2.147 -0.708 -1.173  C1 1.115
7 O -2.815 -0.443 -0.406  O8 1.478, H9 0.993
8 O -2.175 -0.372 0.925  O7 1.478, H10 1.039
9 H -2.552 0.445 -0.767  O7 0.993
10 H -2.672 -1.135 1.424  O8 1.039


Run two
Formula: CH5NO2S
Source: the Open Molecules 2025 dataset
Level of theory: ωB97M-V with the def2-TZVPD basis set

Output
SMILES: CN(S)OO
Frontier orbital gap: 8.8037 eV

Each atom is followed by the atoms it is bonded to, with distances in Å.
Geometry (Å):
1 C -0.485 -0.675 -0.340  N2 1.456, H6 1.054, H7 1.117, H8 1.119
2 N 0.558 0.339 -0.262  C1 1.456, S3 2.080, O4 1.316
3 S 2.003 -0.435 1.018  N2 2.080, H9 1.412
4 O 0.163 1.592 -0.180  N2 1.316, O5 1.508
5 O -0.697 1.995 0.992  O4 1.508, H10 1.013
6 H 0.006 -1.555 -0.646  C1 1.054
7 H -0.721 -0.983 0.708  C1 1.117
8 H -1.258 -0.189 -0.986  C1 1.119
9 H 2.470 0.857 1.342  S3 1.412
10 H -1.564 2.336 0.596  O5 1.013


Stability ranking, top entry: run one; the second entry is 15.9 kcal/mol less favorable.


Run one
Formula: CH5NO2S
Source: the Open Molecules 2025 dataset
Level of theory: ωB97M-V with the def2-TZVPD basis set

Output
SMILES: CN=S.OO
Frontier orbital gap (alpha / beta): 7.3781 / 7.3796 eV

Each atom is followed by the atoms it is bonded to, with distances in Å.
Geometry (Å):
1 C -0.910 -0.752 1.163  N2 1.446, H4 1.132, H5 1.116, H6 1.188
2 N -0.226 0.280 0.416  C1 1.446, S3 1.591
3 S -0.549 1.783 0.827  N2 1.591
4 H -1.270 -1.602 0.507  C1 1.132
5 H -0.213 -1.252 1.877  C1 1.116
6 H -1.843 -0.418 1.817  C1 1.188
7 O 1.792 -0.076 -1.623  O8 1.434, H9 0.972
8 O 0.939 0.857 -2.299  O7 1.434, H10 1.020
9 H 2.141 0.561 -0.976  O7 0.972
10 H 0.141 0.620 -1.710  O8 1.020


Run two
Formula: CH5NO2S
Source: the Open Molecules 2025 dataset
Level of theory: ωB97M-V with the def2-TZVPD basis set

Output
Frontier orbital gap (alpha / beta): 9.4335 / 8.0461 eV

Each atom is followed by the atoms it is bonded to, with distances in Å.
Geometry (Å):
1 C 1.329 -0.604 0.333  N2 1.432, H6 1.090, H7 1.094, H8 1.093
2 N 0.505 0.270 -0.447  C1 1.432, S5 1.574
3 O -2.098 0.020 0.157  O4 1.352, H9 0.974
4 O -1.254 -1.018 -0.035  O3 1.352
5 S -0.148 1.559 0.177  N2 1.574, H10 1.356
6 H 1.303 -1.575 -0.162  C1 1.090
7 H 2.358 -0.236 0.345  C1 1.094
8 H 0.981 -0.732 1.360  C1 1.093
9 H -2.495 0.204 -0.713  O3 0.974
10 H -0.481 2.112 -1.015  S5 1.356


Stability ranking, top entry: run one; the second entry is 23.3 kcal/mol less favorable.